--- one ---
The following is a DFT calculation (wB97M-V/def2-TZVPD) of C4H5Cl3S in the gas phase.

```
13
Properties=species:S:1:pos:R:3:nbo_charge:R:1
S 1.333 -0.132 -1.868 0.086
C 0.474 -0.784 -0.623 -0.063
C -0.576 -1.800 -0.992 -0.482
Cl -0.976 -2.820 0.374 -0.044
C 0.836 -0.162 0.855 -0.492
C 0.219 1.245 1.189 -0.208
Cl -1.544 1.121 0.967 -0.025
Cl 0.852 2.548 0.169 0.001
H -1.495 -1.352 -1.353 0.254
H -0.103 -2.437 -1.752 0.251
H 1.939 -0.113 0.878 0.248
H 0.537 -0.882 1.663 0.245
H 0.438 1.464 2.222 0.230
```

Its HOMO energy is -9.0 eV. The value obtained for the lowest unoccupied orbital energy is -0.71 eV.

***

--- two ---
The following is a DFT calculation (wB97M-V/def2-TZVPD) of C4H5Cl3S in the gas phase.

```
13
Properties=species:S:1:pos:R:3:nbo_charge:R:1
C 2.449 -0.629 -0.375 -0.787
S 1.152 -0.643 0.856 0.266
C 0.020 0.439 -0.055 -0.225
C 0.235 1.739 0.032 -0.168
Cl 1.798 2.221 0.712 0.006
C -1.411 -0.076 -0.467 -0.186
Cl -1.578 -1.020 -2.001 0.007
Cl -2.088 -1.195 0.932 -0.073
H 2.665 0.529 -0.568 0.239
H 3.294 -1.121 0.157 0.231
H 2.179 -1.384 -1.389 0.233
H -0.466 2.463 -0.228 0.220
H -2.096 0.861 -0.415 0.237
```

Its HOMO energy is -8.9 eV. The value obtained for the lowest unoccupied orbital energy is 0.29 eV.

***

Energy above the most stable structure, in kJ/mol: one 0.0; two 133.5

***

--- one ---
The following is a DFT calculation (wB97M-V/def2-TZVPD) of 7 unconnected molecules or ions with the total composition C5H23NO8.

```
37
Properties=species:S:1:pos:R:3:nbo_charge:R:1
C -0.507 -2.200 -1.698 -0.528
C 0.973 -1.824 -1.904 -0.597
C -1.392 -1.140 -2.251 0.630
N -1.588 0.021 -1.526 -0.234
C -1.240 0.501 -0.192 -0.330
C -1.689 1.908 0.066 -0.113
O -3.122 1.897 0.080 -0.682
O -1.989 -1.153 -3.321 -0.304
H -0.691 -3.153 -2.223 0.272
H -0.845 -2.471 -0.683 0.251
H 1.534 -2.443 -1.209 0.244
H 1.248 -2.204 -2.883 0.243
H 1.075 -0.753 -1.782 0.211
H -2.065 0.773 -2.033 0.443
H -0.173 0.395 0.065 0.278
H -1.847 -0.028 0.560 0.292
H -1.427 2.772 -0.558 0.210
H -1.283 2.319 0.996 0.227
H -3.456 1.027 -0.097 0.462
H 2.338 2.061 1.621 0.494
H 1.366 1.824 0.539 0.463
O 1.544 2.441 1.251 -0.944
H 0.065 2.543 -2.575 0.450
H 1.475 2.184 -2.145 0.467
O 0.945 2.410 -2.928 -0.910
H -1.213 1.656 3.204 0.493
H 0.038 1.389 2.448 0.493
O -0.637 0.908 2.949 -0.976
H 2.298 -1.271 2.437 0.450
H 1.453 -2.467 1.871 0.494
O 2.296 -2.206 2.253 -0.922
H 3.505 -0.198 -0.033 0.499
H 2.480 -0.618 0.999 0.478
O 2.655 0.100 0.339 -0.995
H -1.120 -2.345 2.756 0.480
H -0.621 -0.907 3.019 0.509
O -0.382 -1.745 2.586 -0.998
```

Its HOMO energy (alpha / beta) is -14.4 / -14.4 eV. The net charge is +1. The value obtained for the lowest unoccupied orbital energy (alpha / beta) is -3.65 / -8.94 eV. The spin multiplicity is 2. The expectation value of S² is 0.7800.

***

--- two ---
The following is a DFT calculation (wB97M-V/def2-TZVPD) of 7 unconnected molecules or ions with the total composition C5H23NO8.

```
37
Properties=species:S:1:pos:R:3:nbo_charge:R:1
C -2.474 1.141 1.557 -0.253
N -2.395 -0.252 1.813 -0.252
C -3.062 -1.155 1.019 0.454
O -2.764 -2.326 1.189 -0.319
C -1.150 1.546 0.891 -0.417
C -0.825 3.013 0.874 0.031
C -1.600 3.769 -0.089 -0.648
O 0.539 3.254 0.481 -0.681
H -3.383 1.272 1.020 0.245
H -2.396 1.571 2.614 0.283
H -1.758 -0.625 2.573 0.464
H -3.820 -0.660 0.327 0.190
H -1.221 1.146 -0.208 0.234
H -0.292 0.934 1.204 0.252
H -0.654 3.614 1.853 0.240
H -1.183 4.744 -0.325 0.268
H -2.753 3.671 -0.018 0.219
H -1.564 3.283 -1.157 0.208
H 0.623 2.952 -0.457 0.474
H 0.005 -1.428 1.086 0.431
H 0.467 -2.612 0.392 0.521
O 0.701 -2.090 1.154 -0.932
H 1.832 -1.971 -3.232 0.511
H 3.106 -2.832 -2.819 0.494
O 2.094 -2.981 -3.173 -0.965
H 0.341 -4.434 -1.127 0.475
H 1.094 -3.409 -2.052 0.507
O 0.407 -3.510 -1.357 -1.025
H 2.479 0.822 -0.094 0.513
H 2.815 2.324 -0.533 0.492
O 2.483 1.500 -0.788 -1.007
H 2.559 0.395 -2.061 0.521
H 1.423 -0.014 -3.047 0.464
O 2.268 -0.303 -2.727 -1.000
H 1.949 -0.892 1.068 0.497
H 3.461 -1.014 1.002 0.483
O 2.809 -0.414 0.946 -0.972
```

Its HOMO energy (alpha / beta) is -13.4 / -13.4 eV. The net charge is +1. The value obtained for the lowest unoccupied orbital energy (alpha / beta) is -4.19 / -9.17 eV. The spin multiplicity is 2. The expectation value of S² is 0.7756.

***

Energy above the most stable structure, in kJ/mol: one 0.0; two 89.3

***

--- one ---
The following is a DFT calculation (wB97M-V/def2-TZVPD) of 2 unconnected molecules or ions with the total composition C12H17N.

```
30
Properties=species:S:1:pos:R:3:nbo_charge:R:1
C 1.527 -0.101 -2.607 -0.630
C 1.313 0.055 -1.141 -0.076
C 1.992 0.880 -0.313 -0.029
N 1.555 0.724 1.000 -0.536
C 0.787 -0.399 1.060 0.134
C 0.301 -1.184 2.097 -0.226
C -0.163 -2.466 1.863 -0.224
C -0.342 -2.882 0.540 -0.227
C -0.015 -2.064 -0.537 -0.206
C 0.576 -0.835 -0.265 -0.093
H 2.404 0.439 -2.969 0.217
H 0.720 0.328 -3.195 0.217
H 1.656 -1.151 -2.883 0.219
H 2.701 1.659 -0.523 0.209
H 2.096 1.036 1.794 0.406
H 0.457 -0.837 3.118 0.205
H -0.461 -3.113 2.682 0.217
H -0.691 -3.878 0.316 0.208
H -0.429 -2.379 -1.480 0.218
C -1.285 3.130 0.067 -0.613
C -1.745 1.861 -0.742 -0.405
C -3.128 1.378 -0.323 -0.606
H -0.423 2.941 0.715 0.205
H -1.066 3.934 -0.626 0.203
H -2.044 3.439 0.790 0.198
H -1.712 2.199 -1.779 0.189
H -0.965 1.128 -0.614 0.215
H -3.565 0.716 -1.073 0.206
H -3.058 0.915 0.652 0.207
H -3.816 2.226 -0.304 0.198
```

Its HOMO energy is -8.0 eV. The value obtained for the lowest unoccupied orbital energy is 0.91 eV.

***

--- two ---
The following is a DFT calculation (wB97M-V/def2-TZVPD) of 2 unconnected molecules or ions with the total composition C12H17N.

```
30
Properties=species:S:1:pos:R:3:nbo_charge:R:1
C -0.031 1.813 1.120 0.158
C -0.277 3.043 0.835 -0.500
C 2.973 -0.047 -2.370 -0.394
C -3.733 -0.596 -0.541 -0.269
C 2.558 -0.509 -1.166 -0.214
C 1.679 0.140 -0.223 -0.208
C 1.142 -0.194 1.002 0.024
C 0.260 0.642 1.667 -0.144
C -1.624 -0.633 -1.811 0.202
C 1.333 -1.600 1.511 -0.639
C -0.351 0.277 2.978 -0.607
C -1.107 -0.645 -3.187 -0.714
N -2.770 -0.659 -1.358 -0.310
H 0.224 3.875 1.318 0.221
H -1.011 3.342 0.002 0.218
H 3.446 -0.744 -3.032 0.191
H 2.704 0.880 -2.934 0.194
H -4.169 -1.396 0.108 0.206
H -4.244 0.495 -0.460 0.181
H 2.993 -1.426 -0.863 0.191
H 1.495 1.224 -0.549 0.201
H 0.386 -2.149 1.258 0.219
H 1.566 -1.794 2.488 0.215
H 2.125 -1.994 0.799 0.214
H -1.248 0.779 3.076 0.227
H 0.369 0.344 3.809 0.218
H -0.597 -0.781 2.970 0.209
H -1.908 -0.813 -3.962 0.204
H -0.445 -1.596 -3.407 0.253
H -0.578 0.320 -3.297 0.253
```

Its HOMO energy is -7.3 eV. The value obtained for the lowest unoccupied orbital energy is 0.39 eV.

***

--- three ---
The following is a DFT calculation (wB97M-V/def2-TZVPD) of 2 unconnected molecules or ions with the total composition C12H17N.

```
30
Properties=species:S:1:pos:R:3:nbo_charge:R:1
C 1.852 -0.109 -1.257 -0.629
C 1.826 0.581 0.109 -0.052
C 2.338 1.787 0.373 -0.048
N 2.157 2.054 1.766 -0.545
C 1.307 1.081 2.262 0.171
C 0.764 0.938 3.540 -0.259
C -0.208 -0.065 3.642 -0.194
C -0.479 -1.042 2.655 -0.253
C 0.371 -1.034 1.554 -0.176
C 1.158 0.073 1.268 -0.134
H 0.810 -0.244 -1.475 0.218
H 2.413 -1.036 -1.068 0.217
H 2.439 0.404 -2.016 0.219
H 2.644 2.596 -0.264 0.212
H 2.154 3.007 2.111 0.400
H 0.771 1.708 4.296 0.214
H -0.816 0.044 4.528 0.203
H -1.254 -1.749 2.882 0.218
H 0.146 -1.862 0.882 0.215
C -1.102 -1.628 -1.887 -0.611
C -2.288 -0.955 -2.591 -0.396
C -2.208 0.547 -2.578 -0.620
H -0.652 -0.974 -1.157 0.204
H -1.324 -2.681 -1.694 0.217
H -0.271 -1.659 -2.620 0.195
H -3.171 -1.219 -1.992 0.188
H -2.471 -1.388 -3.565 0.200
H -1.690 1.033 -3.406 0.210
H -1.988 0.860 -1.563 0.209
H -3.227 0.931 -2.736 0.207
```

Its HOMO energy is -7.9 eV. The value obtained for the lowest unoccupied orbital energy is 0.95 eV.

***

Energy above the most stable structure, in kJ/mol: one 0.0; two 672.9; three 74.8

***

--- one ---
The following is a DFT calculation (wB97M-V/def2-TZVPD) of 3 unconnected molecules or ions with the total composition CH2N2O2S.

```
8
Properties=species:S:1:pos:R:3:nbo_charge:R:1
O 0.551 0.896 0.900 -0.530
C 1.353 0.951 0.084 1.014
O 2.139 1.277 -0.664 -0.496
N 1.551 -1.904 0.967 0.045
N 1.293 -1.262 0.130 -0.035
S -2.570 -0.451 -0.484 -0.271
H -2.231 0.362 -1.455 0.139
H -2.086 0.130 0.523 0.133
```

Its HOMO energy is -9.9 eV. The value obtained for the lowest unoccupied orbital energy is 0.64 eV.

***

--- two ---
The following is a DFT calculation (wB97M-V/def2-TZVPD) of CH2N2O2S in the gas phase.

```
8
Properties=species:S:1:pos:R:3:nbo_charge:R:1
N -0.051 -0.011 -0.280 -0.785
C -0.611 -0.292 -1.459 0.138
S 0.210 -0.687 -2.785 -0.040
N -2.077 -0.540 -1.483 0.110
O -2.586 0.085 -0.401 -0.135
O -2.704 0.744 -1.615 -0.111
H -0.665 0.707 0.258 0.402
H 0.929 0.154 -0.139 0.421
```

Its HOMO energy is -9.2 eV. The value obtained for the lowest unoccupied orbital energy is -0.14 eV.

***

Energy above the most stable structure, in kJ/mol: one 0.0; two 722.1

***

--- one ---
The following is a DFT calculation (wB97M-V/def2-TZVPD) of a molecular structure, CH2N2P2.

```
7
Properties=species:S:1:pos:R:3:nbo_charge:R:1
C 0.636 -0.605 0.740 -1.233
N 0.940 -3.135 0.130 -0.711
N -0.236 -2.277 -1.387 -0.771
P 1.358 -2.145 1.234 1.076
P -0.224 -0.917 -0.700 1.364
H 0.622 0.322 1.279 0.273
H -0.763 0.218 -1.268 0.002
```

Its HOMO energy is -9.4 eV. The value obtained for the lowest unoccupied orbital energy is -1.20 eV.

***

--- two ---
The following is a DFT calculation (wB97M-V/def2-TZVPD) of CH2N2P2 in the gas phase.

```
7
Properties=species:S:1:pos:R:3:nbo_charge:R:1
H -1.977 1.364 -1.179 -0.048
P -1.032 1.435 0.040 0.716
N -0.893 -0.173 0.194 -0.698
C 0.073 -0.928 0.401 -0.088
P 1.969 -0.613 -0.010 0.844
N 2.035 0.813 -0.471 -0.932
H -0.174 -1.899 1.026 0.205
```

Its HOMO energy (alpha / beta) is -8.3 / -8.7 eV. The value obtained for the lowest unoccupied orbital energy (alpha / beta) is -1.68 / -1.49 eV.

***

Energy above the most stable structure, in kJ/mol: one 101.1; two 0.0

***

--- one ---
The following is a DFT calculation (wB97M-V/def2-TZVPD) of a molecular structure, C3H12NP2.

```
18
Properties=species:S:1:pos:R:3:nbo_charge:R:1
C -2.582 0.443 -0.202 -0.649
C -1.309 -0.263 0.168 -0.270
C 1.085 0.014 0.427 -0.601
N -0.173 0.584 -0.068 -0.579
P 2.438 1.274 -0.113 0.302
P 1.297 -1.815 -0.158 0.292
H -2.942 1.369 0.398 0.234
H -2.576 0.755 -1.233 0.220
H -3.423 -0.182 -0.100 0.256
H -1.241 -1.263 -0.377 0.269
H -1.434 -0.510 1.284 0.242
H 0.943 0.006 1.778 0.280
H -0.338 1.453 0.563 0.460
H -0.004 0.855 -1.116 0.457
H 3.729 0.631 0.172 0.055
H 2.386 0.635 -1.494 -0.016
H 2.356 -1.778 -1.036 0.014
H 1.787 -2.208 1.107 0.033
```

Its HOMO energy is -13.1 eV. The net charge is +1. The value obtained for the lowest unoccupied orbital energy is -3.69 eV.

***

--- two ---
The following is a DFT calculation (wB97M-V/def2-TZVPD) of 2 unconnected molecules or ions with the total composition C3H12NP2.

```
18
Properties=species:S:1:pos:R:3:nbo_charge:R:1
C -2.597 -0.394 -0.302 -0.626
C -1.170 0.214 0.028 -0.221
C 1.144 -0.056 0.166 -0.443
N -0.052 -0.389 -0.642 -0.605
P 1.508 1.835 -0.094 0.302
P 2.456 -1.276 -0.340 0.315
H -3.432 0.141 0.113 0.256
H -2.862 -0.448 -1.394 0.225
H -2.630 -1.379 -0.018 0.219
H -1.093 0.138 1.057 0.235
H -1.093 1.197 -0.263 0.210
H 0.405 -0.852 2.044 0.139
H -0.036 -0.046 -1.634 0.442
H 0.003 -1.378 -0.695 0.436
H 0.485 2.462 0.668 0.011
H 2.386 1.918 1.173 0.067
H 3.413 -0.366 -0.725 0.004
H 3.164 -1.318 0.857 0.033
```

Its HOMO energy (alpha / beta) is -13.6 / -14.3 eV. The net charge is +1. The value obtained for the lowest unoccupied orbital energy (alpha / beta) is -5.00 / -5.58 eV.

***

Energy above the most stable structure, in kJ/mol: one 0.0; two 309.3